# 1
{
  "formula": "C7H9NO2Pb",
  "method": "ωB97M-V/def2-TZVPD",
  "species": ["Pb", "C", "H", "H", "H", "H", "H", "O", "C", "O", "C", "C", "C", "C", "C", "N", "H", "H", "H", "H"],
  "positions_angstrom": [[0.2853, -1.5547, -0.1574], [0.5175, -4.2988, -0.4861], [-0.4558, -4.0665, -0.0456], [0.5340, -4.3031, -1.5756], [0.9452, -5.2179, -0.0615], [1.3960, -3.5628, -0.1073], [1.8993, -2.4498, 0.1595], [-1.4275, 1.3161, -2.7501], [-0.8887, 0.7352, -1.8185], [-0.5140, -0.5376, -1.8635], [-0.5955, 1.4661, -0.5416], [-0.8404, 2.8185, -0.3578], [-0.5143, 3.4319, 0.8359], [0.0944, 2.6519, 1.8306], [0.3483, 1.2873, 1.5848], [-0.0181, 0.6888, 0.4203], [-1.2904, 3.3660, -1.1921], [-0.7114, 4.4970, 1.0162], [0.3819, 3.0674, 2.7857], [0.8542, 0.6649, 2.3240]],
  "e_tot_ha": -670.1246,
  "e_homo_ev": -7.5,
  "orbital_gap_ev": 7.00,
  "total_charge": 0
}

***

# 2
{
  "formula": "C2H7N2S",
  "method": "ωB97M-V/def2-TZVPD",
  "species": ["C", "S", "H", "H", "H", "N", "C", "N", "H", "H", "H", "H"],
  "positions_angstrom": [[0.4121, 2.0844, 1.0757], [1.0080, 1.7338, -0.6131], [1.1887, 1.9049, 1.8114], [-0.4072, 1.4204, 1.3921], [0.0510, 3.1046, 1.1311], [-0.2529, -1.1993, -0.6892], [-0.7433, -1.8642, 0.3597], [-1.4566, -2.9390, 0.2756], [-0.5809, -1.6096, -1.5574], [0.1415, -0.2274, -0.6732], [-0.5493, -1.4211, 1.3408], [-1.7614, -3.1991, 1.2063]],
  "e_above_lowest_kcal_mol": 1.3,
  "e_tot_ha": -588.1337,
  "e_homo_ev": -2.8,
  "orbital_gap_ev": 6.91,
  "total_charge": -1
}

***

# 3
{
  "formula": "C26H20Cl2N4O4",
  "method": "ωB97M-V/def2-TZVPD",
  "species": ["O", "C", "N", "H", "C", "H", "H", "C", "C", "N", "C", "C", "C", "C", "C", "C", "N", "H", "H", "H", "H", "H", "H", "H", "C", "C", "C", "C", "C", "C", "C", "C", "H", "O", "C", "O", "H", "H", "H", "H", "H", "N", "C", "O", "C", "C", "C", "C", "C", "C", "H", "H", "Cl", "H", "Cl", "H"],
  "positions_angstrom": [[0.8273, 3.6236, 1.7377], [0.6274, 2.8613, 0.8160], [-0.2511, 3.1083, -0.1784], [-0.4508, 2.3974, -0.8676], [-1.2543, 4.1400, -0.0213], [-0.8038, 5.1211, -0.2079], [-1.6011, 4.1229, 1.0183], [-2.4084, 3.8947, -0.9953], [-2.9003, 2.4925, -0.9026], [-2.6040, 1.5606, -1.7642], [-3.2528, 0.4303, -1.3316], [-3.3221, -0.8405, -1.8892], [-4.0771, -1.7876, -1.2299], [-4.7464, -1.4942, -0.0409], [-4.6973, -0.2366, 0.5264], [-3.9490, 0.7219, -0.1347], [-3.7123, 2.0506, 0.1010], [-3.9816, 2.5676, 0.9206], [-5.2223, -0.0089, 1.4419], [-5.3234, -2.2703, 0.4398], [-4.1588, -2.7830, -1.6410], [-2.8108, -1.0635, -2.8123], [-3.2183, 4.5936, -0.7791], [-2.0649, 4.0565, -2.0179], [1.4186, 1.5960, 0.6273], [2.7595, 1.6369, 0.6259], [3.6708, 0.5105, 0.4630], [3.4194, -0.7406, 1.0258], [4.2906, -1.8141, 0.8635], [5.4228, -1.5983, 0.1173], [5.6990, -0.3439, -0.4346], [4.8520, 0.7194, -0.2708], [5.0760, 1.6817, -0.6996], [6.8898, -0.3992, -1.1071], [7.3587, -1.7220, -0.9598], [6.4318, -2.4660, -0.1977], [8.3339, -1.7130, -0.4470], [7.4756, -2.1853, -1.9525], [4.0910, -2.7739, 1.3095], [2.5576, -0.8759, 1.6612], [3.2162, 2.6125, 0.7052], [0.7006, 0.4174, 0.4299], [-0.5732, 0.1816, 0.8441], [-1.2762, 1.0122, 1.3839], [-1.0370, -1.2283, 0.6552], [-0.7356, -2.0527, -0.4281], [-1.2189, -3.3499, -0.4910], [-2.0133, -3.8340, 0.5356], [-2.3444, -3.0293, 1.6156], [-1.8616, -1.7383, 1.6566], [-2.1134, -1.0856, 2.4784], [-2.9749, -3.4081, 2.4034], [-2.6106, -5.4445, 0.4483], [-0.9843, -3.9727, -1.3395], [0.1937, -1.4930, -1.7752], [1.2423, -0.3575, 0.0655]],
  "smiles": "O=C(NCCc1nc2ccccc2[nH]1)/C(=C/c1ccc2c(c1)OCO2)NC(=O)c1ccc(Cl)cc1Cl",
  "e_tot_ha": -2443.2169,
  "e_homo_ev": -7.9,
  "orbital_gap_ev": 8.06,
  "total_charge": 0
}

***

# 4
{
  "formula": "C5H9N3O",
  "method": "ωB97M-V/def2-TZVPD",
  "species": ["C", "C", "C", "C", "C", "N", "N", "N", "O", "H", "H", "H", "H", "H", "H", "H", "H", "H"],
  "positions_angstrom": [[-1.5982, -0.2234, -0.3170], [0.6751, -0.3754, -0.4848], [-2.9323, 0.2164, 0.1993], [3.1396, -0.5460, -0.8662], [-0.0564, 0.7956, 1.4840], [-1.5753, -0.7231, -1.4511], [1.8779, -0.3826, -0.2604], [-0.3640, 0.1359, 0.2397], [-0.3114, -0.9327, -1.7846], [-2.8479, 1.2383, 0.5144], [-3.2595, -0.4202, 1.0190], [-3.6524, 0.0994, -0.6832], [3.1838, -1.2396, -1.6389], [3.8187, -0.7954, 0.0078], [3.5126, 0.5005, -1.2289], [1.1182, 0.7850, 1.4639], [-0.4520, 1.7316, 1.4823], [-0.2768, 0.1359, 2.3046]],
  "spin_multiplicity": 3,
  "e_above_lowest_kcal_mol": 23.0,
  "e_tot_ha": -435.1418,
  "e_homo_ev": [-4.0, -9.3],
  "orbital_gap_ev": [4.78, 7.69],
  "total_charge": 0
}

***

# 5
{
  "formula": "C5H8N",
  "method": "ωB97M-V/def2-TZVPD",
  "species": ["C", "C", "C", "C", "C", "N", "H", "H", "H", "H", "H", "H", "H", "H"],
  "positions_angstrom": [[-0.0772, -0.7053, -2.1282], [-1.1183, -1.2274, -1.8993], [-1.2047, 1.0206, 0.9395], [-0.3019, 0.1983, 1.4028], [1.6100, 0.2890, 0.0073], [0.9522, -0.3259, 0.8746], [0.9503, -0.3731, -2.1275], [-1.1731, 1.4129, -0.0845], [-1.9722, 1.5292, 1.5610], [-0.5280, -0.1430, 2.4123], [-2.0054, -1.5999, -1.5369], [2.6092, 0.0097, -0.2417], [1.1306, 1.1890, -0.2129], [1.1285, -1.2742, 1.0334]],
  "e_above_lowest_kcal_mol": 110.5,
  "e_tot_ha": -249.6490,
  "e_homo_ev": -14.8,
  "orbital_gap_ev": 9.06,
  "total_charge": 1
}

***

# 6
{
  "formula": "C18H62N8O13",
  "method": "ωB97M-V/def2-TZVPD",
  "species": ["C", "O", "H", "H", "H", "H", "C", "O", "H", "H", "H", "H", "C", "O", "H", "H", "H", "H", "C", "O", "H", "H", "H", "H", "C", "O", "N", "N", "H", "H", "H", "H", "C", "O", "N", "N", "H", "H", "H", "H", "C", "O", "N", "N", "H", "H", "H", "H", "C", "O", "N", "N", "H", "H", "H", "H", "C", "C", "O", "H", "H", "H", "H", "H", "H", "C", "C", "O", "H", "H", "H", "H", "H", "H", "C", "C", "O", "H", "H", "H", "H", "H", "H", "C", "C", "O", "H", "H", "H", "H", "H", "H", "C", "C", "O", "H", "H", "H", "H", "H", "H"],
  "positions_angstrom": [[2.5091, -6.0483, 1.1345], [3.0845, -6.5455, 2.2831], [2.2122, -6.7771, 0.3804], [1.6731, -5.3788, 1.3370], [3.3084, -5.4540, 0.6916], [3.7783, -5.9432, 2.5614], [3.7565, -2.8600, -4.7504], [5.1624, -2.9117, -4.9657], [3.4488, -3.6210, -4.0333], [3.4590, -1.9485, -4.2320], [3.2282, -2.8914, -5.7034], [5.6498, -2.2033, -4.5388], [-1.3416, -3.8845, 5.6116], [-0.5487, -2.8275, 5.0736], [-1.2989, -4.7617, 4.9660], [-1.1269, -4.3396, 6.5785], [-2.4033, -3.6383, 5.6324], [-0.7974, -2.8069, 4.1467], [-4.2339, 2.2704, 5.9493], [-3.5701, 3.4750, 6.4705], [-5.0266, 1.9482, 6.6245], [-4.8061, 2.5063, 5.0521], [-3.5371, 1.4370, 5.8600], [-3.9090, 3.6050, 7.3592], [7.7637, 1.1106, -2.3284], [8.4736, 0.3814, -2.9518], [7.8076, 1.1799, -1.0592], [6.6693, 1.5685, -2.6949], [7.1498, 1.8352, -0.6618], [8.5292, 0.7629, -0.4886], [6.6971, 1.5097, -3.7028], [5.9632, 2.0637, -2.1693], [6.4083, 5.3412, 1.3684], [6.0525, 4.4421, 2.1655], [5.6618, 5.9507, 0.5242], [7.6534, 5.6493, 1.1212], [6.0889, 6.7391, 0.0594], [4.6711, 5.7862, 0.6317], [7.6992, 6.3150, 0.3631], [8.5160, 5.2272, 1.4342], [0.0109, 5.9397, 3.1970], [0.6715, 6.2932, 2.2281], [0.3681, 5.0760, 4.0649], [-0.9748, 6.5616, 3.6456], [1.1886, 4.5308, 3.8423], [-0.1752, 4.8694, 4.8909], [-1.3847, 7.2823, 3.0688], [-1.3974, 6.2037, 4.4902], [5.3108, -1.3393, 5.5386], [6.4880, -1.3583, 5.5909], [4.6575, -0.3064, 5.1406], [4.6056, -2.4196, 5.7082], [5.1789, 0.4792, 4.7787], [3.6699, -0.3006, 5.3522], [3.6018, -2.4157, 5.5965], [5.0685, -3.1749, 6.1932], [0.5689, 0.4689, 0.3855], [-0.9978, 0.6140, 0.2709], [-1.6521, -0.5039, -0.2912], [1.1511, 0.0401, -0.4302], [0.8169, -0.3443, 1.0676], [1.1093, 1.3981, 0.5664], [-1.3047, 1.4925, -0.2966], [-1.4456, 0.7349, 1.2573], [-2.5810, -0.3105, -0.4372], [-6.6508, -6.4032, 1.9049], [-6.5275, -5.6306, 0.5097], [-5.7307, -6.4587, -0.3108], [-5.7484, -6.2450, 2.4954], [-6.9125, -7.4256, 1.6323], [-7.6129, -6.2477, 2.3931], [-5.9979, -4.7016, 0.7210], [-7.3912, -5.4088, -0.1170], [-5.8522, -6.3088, -1.2512], [-6.5064, 1.4343, -3.3896], [-6.7291, 0.5422, -2.1795], [-6.2125, 1.1855, -1.0519], [-6.8674, 2.4538, -3.2537], [-7.0418, 0.9449, -4.2032], [-5.4348, 1.4454, -3.5891], [-6.1542, -0.3819, -2.2396], [-7.7462, 0.1519, -2.1453], [-6.6468, 0.7895, -0.2929], [-3.6185, -3.5287, -5.9002], [-4.9565, -3.9261, -6.6588], [-5.1957, -5.2830, -6.2500], [-3.3719, -2.4816, -6.0756], [-2.7498, -3.9628, -6.3952], [-3.6884, -3.7339, -4.8320], [-4.8803, -3.7584, -7.7332], [-5.8548, -3.3676, -6.3956], [-5.8082, -5.6471, -6.8933], [-0.3046, 4.9721, -5.2078], [1.1494, 4.9981, -4.5955], [2.0358, 5.7724, -5.3315], [-0.7705, 5.9554, -5.2727], [-0.9119, 4.3662, -4.5353], [-0.3382, 4.4922, -6.1859], [1.5266, 3.9805, -4.6971], [1.0789, 5.2357, -3.5340], [1.3939, 6.4078, -5.6569]],
  "e_above_lowest_kcal_mol": 184.4,
  "e_tot_ha": -2138.9405,
  "e_homo_ev": -9.5,
  "orbital_gap_ev": 9.40,
  "total_charge": 0
}